[1]
ORCA calculation (the ωB97M-V functional and the def2-TZVPD basis) on a single C3F2IN molecule.

- Frontier orbital gap: 9.201 eV
- ΔE to the lowest compared entry with this formula, charge and spin: 0.233 eV
- LUMO level: -0.475 eV
- E_HOMO: -0.3556 Ha
- SMILES string: FC#C/N=C(\F)I

Structure (ORCA input):
```
! RIJCOSX wB97M-V def2-TZVPD def2/J DEFGRID3
* xyz 0 1
F -0.76627 1.14376 2.76923
C -0.63339 0.80877 1.52239
C -0.23138 1.02114 0.39007
N 0.05218 0.58597 -0.82570
C 0.26872 -0.62872 -0.98299
F 0.47486 -1.50100 0.02462
I 0.83528 -1.42992 -2.89762
*
```

---

[2]
ORCA calculation (the ωB97M-V functional and the def2-TZVPD basis) on a molecular structure, C3F3I3.

- Frontier orbital gap: 7.850 eV
- LUMO level: -1.709 eV
- E_HOMO: -0.3513 Ha

Structure (ORCA input):
```
! RIJCOSX wB97M-V def2-TZVPD def2/J DEFGRID3
* xyz 0 1
C -0.31587 0.46633 -0.02263
C -0.43646 -0.30000 1.03614
C 0.66244 -0.16471 -1.85930
F -0.50683 1.78628 -0.06932
F -1.22415 0.09282 2.08593
F 0.02004 -1.53119 1.18627
I 2.27633 1.19225 -2.12016
I 1.45524 -2.26630 -1.77224
I -0.91316 -0.16417 -3.37389
*
```

---

[3]
ORCA calculation (the ωB97M-V functional and the def2-TZVPD basis) on a gas-phase ion, C3F3O2 (charge -1).

- Frontier orbital gap: 8.233 eV
- ΔE to the lowest compared entry with this formula, charge and spin: 0.294 eV
- LUMO level: 3.921 eV
- E_HOMO: -0.1585 Ha
- SMILES string: O=C([O-])C(F)=C(F)F

Structure (ORCA input):
```
! RIJCOSX wB97M-V def2-TZVPD def2/J DEFGRID3
* xyz -1 1
O -1.65621 -0.93101 -1.02904
C -1.34071 -0.31665 -0.01487
O -1.95896 -0.18588 1.03504
C 0.03521 0.47400 -0.14423
F -0.21409 1.68865 -0.68339
C 1.30296 -0.01530 0.12940
F 2.49304 0.54327 -0.00022
F 1.33875 -1.25707 0.70733
*
```

---

[4]
ORCA calculation (the ωB97M-V functional and the def2-TZVPD basis) on 2 unconnected molecules or ions with the total composition C3F5N.

- Frontier orbital gap: 9.131 eV
- ΔE to the lowest compared entry with this formula, charge and spin: 3.170 eV
- LUMO level: -1.618 eV
- E_HOMO: -0.3950 Ha

Structure (ORCA input):
```
! RIJCOSX wB97M-V def2-TZVPD def2/J DEFGRID3
* xyz 0 1
C -0.98250 1.23254 1.97634
C 0.85220 -0.89658 0.08208
C 0.36576 -0.50214 -1.31177
N -1.66861 0.37585 2.33218
F -0.19959 2.12505 1.56305
F 1.48331 -2.00402 -0.00194
F -0.23050 -1.48704 -1.93526
F -0.52773 0.57544 -1.29562
F 1.37903 -0.03809 -2.05213
*
```

---

[5]
ORCA calculation (the ωB97M-V functional and the def2-TZVPD basis) on a single C3F5N molecule.

- Frontier orbital gap: 11.108 eV
- ΔE to the lowest compared entry with this formula, charge and spin: 0.300 eV
- LUMO level: -0.142 eV
- E_HOMO: -0.4134 Ha
- SMILES string: FC(F)(F)C1=NC1(F)F

Structure (ORCA input):
```
! RIJCOSX wB97M-V def2-TZVPD def2/J DEFGRID3
* xyz 0 1
F 1.85418 0.90761 -0.25465
C 0.68793 0.87656 -0.81877
F 0.86315 0.56632 -2.08148
F 0.19289 2.16784 -0.76957
C -0.31427 -0.07314 -0.11557
N -1.48912 -0.49860 -0.14285
C -0.65472 -1.01764 0.92424
F -0.15061 -2.22137 1.05594
F -0.98942 -0.70757 2.20271
*
```

---

[6]
ORCA calculation (the ωB97M-V functional and the def2-TZVPD basis) on 2 unconnected molecules or ions with the total composition C3H10BN.

- Frontier orbital gap: 8.802 eV
- ΔE to the lowest compared entry with this formula, charge and spin: 2.839 eV
- LUMO level: 0.423 eV
- E_HOMO: -0.3079 Ha
- SMILES string: C=BN.CC

Structure (ORCA input):
```
! RIJCOSX wB97M-V def2-TZVPD def2/J DEFGRID3
* xyz 0 1
C -0.47737 -1.43717 1.58395
B 0.75595 -0.85025 1.71385
N 1.86146 -0.08145 2.03042
H -1.09189 -0.70238 1.08975
H -1.04062 -2.37258 1.93521
H 2.52974 0.02892 1.32353
H 1.55727 0.63686 2.72473
C -1.21407 0.40725 -1.34838
C 0.29190 0.79458 -1.71307
H -1.32871 -0.30265 -0.47799
H -1.87086 1.36485 -1.17559
H -1.56012 -0.13676 -2.30424
H 0.85421 -0.09335 -2.22144
H 0.64141 1.10355 -0.65849
H 0.09171 1.64058 -2.50225
*
```

---

[7]
ORCA calculation (the ωB97M-V functional and the def2-TZVPD basis) on a molecular structure, C3H10Cl3N2O2Ru.

- Frontier orbital gap (alpha / beta): 8.871 / 7.719 eV
- ⟨S²⟩: 6.0068
- ΔE to the lowest compared entry with this formula, charge and spin: 0.000 eV
- LUMO level (alpha / beta): -4.202 / -5.727 eV
- E_HOMO (alpha / beta): -0.4804 / -0.4942 Ha

Structure (ORCA input):
```
! RIJCOSX wB97M-V def2-TZVPD def2/J DEFGRID3
* xyz 1 5
C 3.08697 1.11346 -0.21519
Ru -1.46311 -0.14913 -1.24892
N -1.27543 -2.11824 -0.65063
N -0.15701 -0.24305 -2.84536
H -2.13424 -2.56389 -0.29871
H 3.44027 0.12439 -0.27715
H 3.20337 1.58484 0.76666
H 2.01657 1.07997 -0.43787
H 3.54549 1.78726 -0.94952
H -0.51006 -0.17645 -3.79027
H 0.39373 -1.10683 -2.83118
H 0.53263 0.50590 -2.75285
H -0.88996 -2.77248 -1.32652
H -0.63840 -2.08212 0.14314
Cl -0.82460 0.23274 4.33077
C -1.47833 0.98867 2.88549
Cl -3.27401 0.83905 2.88916
Cl -1.00838 2.69712 2.87087
C -0.92412 0.25598 1.58758
O -0.23741 -0.77251 1.66835
O -1.40398 0.77533 0.48213
*
```

---

[8]
ORCA calculation (the ωB97M-V functional and the def2-TZVPD basis) on a molecular structure, C3H10ClCoN3O2.

- Frontier orbital gap (alpha / beta): 8.131 / 8.139 eV
- LUMO level (alpha / beta): -5.865 / -5.855 eV
- E_HOMO (alpha / beta): -0.5144 / -0.5143 Ha

Structure (ORCA input):
```
! RIJCOSX wB97M-V def2-TZVPD def2/J DEFGRID3
* xyz 1 1
Co -1.00997 -0.20384 -0.73969
N 0.70395 -1.08794 -1.00250
C 1.79704 -0.83049 -0.01826
C 1.32285 -1.01313 1.41738
C 0.20441 -0.02977 1.68405
O 0.36187 1.02293 2.25055
O -0.95277 -0.34358 1.09755
H 0.50595 -2.08883 -1.04616
H 1.01402 -0.84571 -1.94196
H 2.13256 0.19555 -0.17434
H 2.63709 -1.48969 -0.23555
H 2.15077 -0.81115 2.09328
H 0.96923 -2.03201 1.58426
Cl -1.39804 -0.33303 -2.84753
N -2.33742 1.20093 -0.34254
N -1.00379 1.64640 -0.47911
H -2.99895 1.62474 -0.98513
H -2.61856 1.16398 0.63513
H -0.60653 2.05186 0.37168
H -0.87370 2.20278 -1.32111
*
```

---

[9]
ORCA calculation (the ωB97M-V functional and the def2-TZVPD basis) on 2 unconnected molecules or ions with the total composition C3H10N.

- Frontier orbital gap: 9.995 eV
- ΔE to the lowest compared entry with this formula, charge and spin: 1.252 eV
- LUMO level: -4.067 eV
- E_HOMO: -0.5168 Ha

Structure (ORCA input):
```
! RIJCOSX wB97M-V def2-TZVPD def2/J DEFGRID3
* xyz 1 1
N -0.12467 -0.88369 1.76256
H -0.15909 -0.76895 0.73277
H 0.70751 -0.35538 1.98708
H -0.00921 -1.80433 2.18829
H -0.98502 -0.49136 2.15128
C 0.28467 -0.39223 -1.63493
C -0.36247 0.79937 -1.02882
C 0.12182 1.54833 -0.02939
H 0.43923 -0.35972 -2.71705
H -0.39260 -1.25686 -1.58816
H 1.24452 -0.72532 -1.23399
H -1.41122 0.92844 -1.24465
H -0.52031 2.29868 0.40941
H 1.16683 1.46302 0.24560
*
```

---

[10]
ORCA calculation (the ωB97M-V functional and the def2-TZVPD basis) on 2 unconnected molecules or ions with the total composition C3H10N.

- Frontier orbital gap: 11.019 eV
- ΔE to the lowest compared entry with this formula, charge and spin: 1.519 eV
- LUMO level: -5.672 eV
- E_HOMO: -0.6134 Ha

Structure (ORCA input):
```
! RIJCOSX wB97M-V def2-TZVPD def2/J DEFGRID3
* xyz 1 1
C 2.35598 1.05075 -0.63838
H 2.94124 1.73383 -1.24551
H 2.03459 1.49475 0.30192
H 1.48359 0.80727 -1.25044
H 2.94193 0.16568 -0.39375
C -1.95542 0.25204 0.71011
C -0.35753 -1.35513 -0.13119
N -1.49763 -1.11585 0.38896
H -3.02420 0.26725 0.88592
H -1.37213 0.60823 1.55794
H -1.75791 0.88305 -0.15267
H 0.39634 -0.57092 -0.11713
H -0.14043 -2.30422 -0.60821
H -2.04842 -1.91672 0.69242
*
```

---

[11]
ORCA calculation (the ωB97M-V functional and the def2-TZVPD basis) on 2 unconnected molecules or ions with the total composition C3H10N.

- Frontier orbital gap: 5.474 eV
- ΔE to the lowest compared entry with this formula, charge and spin: 7.667 eV
- LUMO level: -6.080 eV
- E_HOMO: -0.4246 Ha

Structure (ORCA input):
```
! RIJCOSX wB97M-V def2-TZVPD def2/J DEFGRID3
* xyz 1 1
C 1.48562 0.97562 0.14295
H 1.72265 -3.23962 -3.29898
H 2.34081 1.45088 -0.30406
H 1.81046 0.38874 1.20778
H 2.43855 -3.14930 -3.37037
C -0.64752 -0.09512 0.73495
C 0.06885 0.77121 -0.26840
N -1.90438 0.36119 1.32588
H -0.10887 -0.85118 1.36998
H -0.44019 1.75007 -0.85285
H 0.02266 0.12136 -1.23421
H -1.93981 1.32735 1.13410
H -2.83185 -0.17675 1.06902
H -2.01699 0.36555 2.34420
*
```

---

[12]
ORCA calculation (the ωB97M-V functional and the def2-TZVPD basis) on 2 unconnected molecules or ions with the total composition C3H10N2.

- Frontier orbital gap (alpha / beta): 3.424 / 6.626 eV
- ⟨S²⟩: 0.7538
- ΔE to the lowest compared entry with this formula, charge and spin: 1.223 eV
- LUMO level (alpha / beta): 3.925 / 3.874 eV
- E_HOMO (alpha / beta): 0.0184 / -0.1011 Ha

Structure (ORCA input):
```
! RIJCOSX wB97M-V def2-TZVPD def2/J DEFGRID3
* xyz -1 2
C -0.26937 2.21190 1.16419
N -1.30947 1.18424 0.95065
H 0.53433 2.14248 0.43763
H -0.68911 3.21424 1.10803
H 0.17513 2.10549 2.15783
H -0.82877 0.39813 0.52321
H -2.01420 1.55493 0.33318
C 1.06675 -1.96879 -0.03341
C -0.19469 -1.26364 -1.86998
N -0.11905 -2.12511 -0.83632
H 1.92895 -2.57783 -0.36111
H 1.37008 -0.89490 -0.05543
H 0.83655 -2.18141 1.01973
H -0.73008 -1.53142 -2.77351
H 0.24294 -0.26830 -1.76469
*
```

---

What are the maximum force values for these records? In order: 2.1; 4.4; 4.5; 2.7; 2.7; 2.9; 2.6; 0.6; 1.3; 0.8; 3.8; 1.5 eV Å⁻¹.